[1]
Molecular formula: C3H4NO
Method: DFT, the ωB97M-V functional and the def2-TZVPD basis

```
9
Properties=species:S:1:pos:R:3:forces:R:3:nbo_charge:R:1
C 0.945683 0.477686 -0.691034 1.9122 1.3677 1.3267 0.484
C -1.144822 -0.292142 -0.337368 -0.2806 0.5773 -2.5667 0.027
C -0.878078 -0.771163 0.817341 3.0801 1.9710 -0.9222 0.153
N 1.171806 0.210522 0.506627 -5.8960 -2.7384 -2.4775 -0.549
O -0.220559 0.256211 -1.227566 -0.9281 -0.5905 0.1640 -0.383
H 1.638925 1.043085 -1.301423 0.0392 -0.1808 -0.4573 0.252
H -2.063046 -0.247396 -0.910686 -0.5427 -0.5567 0.5970 0.304
H -1.061859 -0.984499 1.816073 -0.2429 -0.5675 1.4326 0.263
H 1.611950 0.307696 1.328037 2.8588 0.7179 2.9033 0.448
```
Forces are in eV/Å.

Properties
Molecular weight ... 70.07 g/mol
DFT total energy ... -6701.6785 eV
HOMO ... -16.7 eV
Total charge ... +1
Kohn-Sham gap ... 9.98 eV

[2]
Molecular formula: C3H4NO
Method: DFT, the ωB97M-V functional and the def2-TZVPD basis

```
9
Properties=species:S:1:pos:R:3:forces:R:3:nbo_charge:R:1
C -0.812710 -0.613788 0.275268 -1.5088 -0.8724 -2.2491 0.293
C -1.370983 -0.350068 -0.859389 -1.3333 -2.4853 5.2667 0.075
C 0.533319 0.755178 -1.068022 -1.4832 0.6653 -1.6434 0.372
N 0.065426 -0.624620 1.224016 -1.5350 -1.4226 2.4800 -0.743
O -0.455064 0.193126 -1.655563 4.5592 2.8422 -1.8364 -0.277
H 0.686492 0.778744 -0.018713 -0.2861 -0.1234 0.5536 0.191
H 1.188390 1.388128 -1.561027 1.1010 0.6653 -2.0771 0.206
H -0.266820 -0.051118 1.990697 0.5418 0.9080 0.3821 0.434
H 0.431950 -1.475581 1.672732 -0.0556 -0.1770 -0.8763 0.448
```
Forces are in eV/Å.

Properties
Molecular weight ... 70.07 g/mol
DFT total energy ... -6698.9373 eV
HOMO (spin up / spin down) ... -14.9 / -14.9 eV
Total charge ... +1
Kohn-Sham gap (spin up / spin down) ... 7.83 / 7.83 eV

[3]
Molecular formula: C3H4NO2P
Method: DFT, the ωB97M-V functional and the def2-TZVPD basis

```
11
Properties=species:S:1:pos:R:3:forces:R:3:nbo_charge:R:1
C -1.981809 1.038219 -0.564997 -2.8600 -2.3127 0.1879 -0.926
P -0.493270 1.610981 -0.812564 0.3599 1.9108 0.0588 0.735
C 0.309415 -0.018411 -0.767306 0.9469 3.0116 2.0175 0.414
O 0.468309 -0.800074 -1.585044 0.4763 -3.2685 -2.7498 -0.483
N 1.005686 -0.061698 0.608530 -1.1404 -1.4172 -2.0335 0.031
C 1.547871 -1.203083 0.891524 -0.3528 2.4861 1.2854 -0.189
O 0.635746 0.960563 1.228504 0.5379 0.2330 1.3757 -0.501
H -2.977899 1.588827 -0.463599 1.7973 -0.7090 -0.2987 0.249
H -2.026599 -0.116295 -0.487192 -0.6129 2.0625 0.1286 0.217
H 1.792144 -1.729587 -0.001084 0.0926 -1.0823 0.0544 0.233
H 1.720404 -1.269442 1.953227 0.7553 -0.9143 -0.0262 0.221
```
Forces are in eV/Å.

Properties
Molecular weight ... 117.04 g/mol
DFT total energy ... -18044.9228 eV
HOMO ... -9.1 eV
Kohn-Sham gap ... 8.75 eV